[1]
Here is a 2-piece molecular cluster, C16H17NO overall at a distorted geometry from OMol25. Energies are from ωB97M-V with the def2-TZVPD basis set.

Its molar mass is 239.3 g mol⁻¹. The frontier orbital gap comes out at 8.47 eV.

ORCA input file:
```
! RIJCOSX wB97M-V def2-TZVPD def2/J DEFGRID3
* xyz 0 1
C 1.513 0.279 -2.465
H -0.594 3.721 1.445
C -2.210 -0.508 -2.421
H -2.692 -1.431 -2.608
H 3.478 -1.734 -1.771
C -1.384 -1.439 3.261
C -0.032 -1.569 2.864
C 1.103 -2.112 -2.642
C 1.752 1.999 0.637
H 1.624 -0.842 1.627
H -2.729 -0.089 -1.553
H 2.259 1.056 -2.286
H -0.954 -2.759 -2.416
C -1.937 -0.208 3.112
C -0.449 2.823 1.726
C 0.499 1.879 1.394
O 3.241 -1.335 -2.672
H 1.680 -3.089 -2.530
C 0.152 0.479 -2.377
H -2.989 -0.066 3.473
H -0.394 1.531 -2.399
C 0.115 0.701 1.983
H 2.229 0.971 0.491
H -2.022 -2.296 3.606
H -2.474 0.144 -3.269
H 2.532 2.685 1.007
C -1.180 0.833 2.609
N -1.526 2.239 2.462
C 0.677 -0.593 2.152
C 1.955 -1.034 -2.546
H 0.620 -2.523 3.056
H 1.432 2.263 -0.390
C -0.199 -1.983 -2.600
H -2.372 2.666 2.598
C -0.725 -0.659 -2.558
*
```



[2]
Here is C16H18AlBF4N4O10P2S as an isolated structure from OMol25. Energies are from ωB97M-V with the def2-TZVPD basis set.

Its molar mass is 634.1 g mol⁻¹. The frontier orbital gap comes out at 7.82 eV.

ORCA input file:
```
! RIJCOSX wB97M-V def2-TZVPD def2/J DEFGRID3
* xyz 0 1
C -0.234 -3.660 -3.592
O 3.188 -0.299 3.036
H 0.858 0.010 4.835
C -0.237 2.929 -1.985
H 2.552 2.937 3.433
C 1.636 -0.171 -2.177
O 2.950 1.324 1.159
H 2.445 1.508 0.350
N 2.263 2.107 3.958
F -1.314 -1.969 3.144
O -0.343 -1.526 -0.719
H -0.398 -0.018 3.608
O -1.033 3.059 2.790
P 2.191 0.270 2.106
H 0.634 2.683 -1.404
O 1.260 3.690 1.882
F -2.402 -2.564 1.199
H -0.344 1.339 4.723
F -3.291 -0.949 2.562
H 2.473 0.217 -2.772
C -2.683 0.371 -1.415
H -2.466 -1.402 -0.450
N -3.092 -0.825 -0.994
H 3.042 1.402 3.979
B -2.173 -1.607 2.159
C 0.273 0.637 4.159
C 1.322 -1.843 -3.929
H -3.440 3.908 -3.956
O 1.260 -0.583 1.266
Al -0.086 0.061 0.162
H 1.974 2.364 4.898
C -2.500 2.489 -2.644
S -3.769 1.321 -2.407
C -0.566 -3.188 -2.357
C 1.170 1.387 3.192
P 0.158 2.512 2.135
H 0.610 4.700 -2.828
H -0.674 -4.565 -3.985
N 1.002 -3.456 -5.729
O 1.792 -2.817 -6.404
H -1.287 -3.696 -1.730
C -2.542 3.638 -3.416
H -1.411 5.321 -4.088
C 0.991 -1.335 -2.666
O 0.003 1.756 0.814
C 0.009 -1.990 -1.855
N -1.485 0.891 -1.232
F -1.366 -0.459 1.331
H 0.780 4.532 1.837
H 2.053 -1.346 -4.553
O 1.346 0.441 -1.135
H -4.066 -1.068 -1.007
C 0.702 -2.970 -4.392
C -0.268 4.070 -2.768
C -1.356 2.100 -1.931
O 0.454 -4.480 -6.095
C -1.407 4.424 -3.484
*
```



[3]
Here is C16H18AlBF4N4O10P2S as an isolated structure at a distorted geometry from OMol25. Energies are from ωB97M-V with the def2-TZVPD basis set.

Its molar mass is 634.1 g mol⁻¹. The frontier orbital gap comes out at 7.86 eV.

ORCA input file:
```
! RIJCOSX wB97M-V def2-TZVPD def2/J DEFGRID3
* xyz 0 1
H 1.348 -3.146 3.220
Al 0.448 0.346 -1.109
C 4.715 2.677 1.832
H 2.533 -3.556 -1.142
C 3.325 1.283 -1.441
C -4.873 0.822 -1.298
P -1.401 -2.161 0.815
C 4.125 2.421 3.055
O 1.102 0.607 2.135
F 1.870 3.592 -2.715
H 0.394 -4.464 0.159
O -1.764 -2.564 -0.540
H 0.488 0.931 1.429
B 0.664 3.038 -3.074
O 1.907 -3.621 -0.410
C -2.211 0.133 -1.781
P 1.743 -2.132 0.384
H -5.228 0.319 -3.346
O -6.545 1.602 0.060
C 4.079 2.198 0.698
S 4.671 2.263 -0.937
C -1.640 0.620 0.638
O -0.372 0.998 0.290
H -2.001 1.281 1.429
N -6.242 1.218 -1.060
O 0.998 -1.300 -0.717
H -3.222 -2.983 1.630
H 0.559 -1.578 3.113
C -3.177 0.047 -2.800
N 3.355 0.757 -2.686
C 0.435 -2.635 2.902
O -7.032 1.148 -1.988
H 2.464 1.525 4.085
C 2.872 1.486 0.737
H -0.416 -3.005 3.475
C -2.630 0.562 -0.498
C -4.486 0.384 -2.564
H -0.944 -4.551 1.216
C 0.226 -2.827 1.407
H 3.827 1.297 -3.394
C 2.281 1.268 1.990
H -4.271 1.233 0.708
C 2.927 1.723 3.127
N 0.047 -4.309 1.121
N 2.443 0.995 -0.511
H -2.845 -0.275 -3.777
F 0.725 1.595 -2.342
F 0.587 2.711 -4.393
F -0.429 3.627 -2.535
O -2.286 -3.033 1.881
H 4.603 2.767 3.961
C -3.946 0.901 -0.269
O -1.613 -0.701 1.361
H 0.607 -4.872 1.758
H 2.516 0.302 -3.005
H 5.651 3.211 1.750
O -0.966 -0.175 -2.032
*
```



[4]
Here is one molecule with the formula C16H18BNO5 at a distorted geometry from OMol25. Energies are from ωB97M-V with the def2-TZVPD basis set.

Its molar mass is 315.1 g mol⁻¹. The frontier orbital gap comes out at 8.86 eV.

ORCA input file:
```
! RIJCOSX wB97M-V def2-TZVPD def2/J DEFGRID3
* xyz 0 1
H 1.572 -0.233 1.086
C 1.569 -0.565 -2.351
O -1.751 5.200 2.214
H 3.331 1.394 -1.470
C -2.199 1.714 3.165
C -0.139 0.943 1.374
O -0.578 -1.482 1.868
C -2.115 -2.966 -2.766
H -1.404 5.252 4.549
H 3.911 1.528 0.086
C 2.352 -1.093 -1.293
C -1.415 2.665 2.541
H -1.298 -2.068 2.069
N 1.096 0.608 0.856
H -2.430 -0.336 3.661
H -2.281 -1.894 -2.951
O 1.348 2.541 -0.181
C -1.992 0.329 2.976
H -2.868 2.102 3.948
C -0.435 2.280 1.656
O 3.299 -0.384 -0.454
H -0.337 -4.315 -3.306
H 0.320 2.946 1.341
C 1.824 1.459 0.091
C -0.697 -3.313 -3.368
H -2.163 -3.007 -1.636
O -1.535 4.293 4.470
C 1.205 -3.209 -1.684
H -2.858 -3.658 -3.277
H 0.040 -0.915 -3.828
H -1.977 5.070 1.228
C 0.432 -2.568 -2.667
H 1.255 -4.262 -1.586
C 0.713 -1.303 -3.049
H 1.658 0.499 -2.603
H 2.591 -2.707 -0.035
H -0.814 -3.167 -4.472
C 2.128 -2.438 -0.982
C -0.933 -0.026 2.137
C 3.129 0.997 -0.442
B -1.555 4.091 3.083
*
```



[5]
Here is C16H18F12N8O8S4Zn as an isolated structure at a distorted geometry from OMol25. Energies are from ωB97M-V with the def2-TZVPD basis set.

Its molar mass is 872.0 g mol⁻¹. The frontier orbital gap (alpha / beta) comes out at 3.96 / 9.33 eV.

ORCA input file:
```
! RIJCOSX wB97M-V def2-TZVPD def2/J DEFGRID3
* xyz -1 2
Zn -0.043 0.602 -2.572
H -0.221 -5.505 -2.455
N 1.841 0.605 -2.917
O 3.836 0.957 -4.346
C -0.060 -4.682 -1.759
H -3.175 -3.812 2.515
F -2.535 3.540 1.114
N 3.085 -2.850 2.218
F 1.063 -1.517 -5.199
C -1.578 3.125 0.260
C 1.937 -0.569 -5.450
H 4.791 -2.781 -0.387
F 1.962 3.800 -1.606
N -3.391 -1.754 5.008
O -3.037 0.842 0.903
C 4.168 -1.990 0.031
F 4.126 3.620 -1.371
F 2.813 -1.096 -6.326
F -1.084 -2.984 0.824
N -0.564 2.616 -3.270
F -2.382 -1.578 1.737
C -1.701 -1.825 0.600
H -0.827 -1.194 4.921
H -4.829 -3.627 3.030
F -0.413 2.982 0.886
H 3.329 -1.827 -0.645
C -3.613 -2.658 4.298
H -1.529 3.410 3.448
F 1.319 0.477 -6.074
O 3.525 -1.236 -3.165
S -2.316 1.333 -0.293
H -1.634 5.640 -2.439
C -0.786 3.801 -3.326
O -3.201 1.665 -1.411
C 3.065 3.175 -2.042
O 1.989 1.257 -0.498
F -1.566 3.902 -0.795
O 4.194 0.623 -1.371
C -1.235 5.213 -3.360
H 4.716 -1.060 0.179
H -0.827 -4.830 -0.999
C -1.775 3.363 5.505
C -0.136 -2.808 4.032
H 0.569 -0.810 3.782
N 0.024 -2.267 -2.785
H -1.858 5.252 -4.254
C 0.003 -3.306 -2.348
C -3.814 -3.772 3.398
S -0.461 -0.395 0.446
N -0.870 0.358 -0.892
S 2.919 -0.021 -3.780
C -2.124 2.879 4.190
O -0.320 0.421 1.661
H 0.813 -1.505 5.444
N -1.440 3.839 6.506
N -0.430 -3.851 3.598
H -0.393 5.872 -3.570
F 3.229 3.365 -3.381
C 3.552 -2.491 1.216
H -3.831 -4.711 3.951
H 0.920 -4.977 -1.382
H -3.172 3.091 3.978
H -1.900 1.812 4.206
S 2.919 1.289 -1.608
C 0.169 -1.454 4.565
F -2.563 -1.888 -0.467
O 0.761 -1.095 0.092
*
```



[6]
Here is C16H18F6N2O8PdS3Si as an isolated structure at a distorted geometry from OMol25. Energies are from ωB97M-V with the def2-TZVPD basis set.

Its molar mass is 711.0 g mol⁻¹. The frontier orbital gap (alpha / beta) comes out at 7.31 / 7.30 eV.

ORCA input file:
```
! RIJCOSX wB97M-V def2-TZVPD def2/J DEFGRID3
* xyz -2 1
H 3.912 -0.764 -1.263
C -1.713 0.204 5.379
Si 3.806 1.702 -1.506
H 4.203 2.668 -3.816
O -0.130 -0.246 -2.984
C -4.118 1.042 -1.118
N -2.928 0.334 -1.465
H 4.420 3.198 0.437
H -4.545 0.698 -0.164
O -3.573 -1.926 -0.563
C -2.740 -1.416 2.128
H 4.149 -0.026 0.285
C 2.007 2.037 -1.403
S -2.564 -0.883 -0.534
F -1.040 -3.285 0.813
H 5.514 1.581 -3.383
H -0.685 -0.121 5.535
F 1.010 -3.856 0.795
H -3.086 -2.362 1.745
C 4.437 1.729 -3.322
C -2.503 -1.219 3.477
C -2.496 -0.402 1.220
F -0.710 -3.727 -1.721
H -1.928 1.678 0.970
O -1.205 -1.356 -0.859
F -1.973 -2.519 -3.025
H -1.591 2.029 3.365
C 4.415 0.059 -0.763
F -0.375 -3.666 -3.813
O -4.789 3.347 -1.036
H -4.884 0.928 -1.895
H 3.957 0.932 -3.880
S 1.032 -1.284 0.250
O 0.333 -0.108 0.701
F 0.242 -2.611 2.374
O -2.633 2.900 -0.727
O 2.276 -1.477 0.947
C -3.823 2.593 -0.956
C -2.057 0.015 3.932
C -1.897 1.051 3.021
H -2.651 -2.031 4.178
C 0.801 2.196 -1.282
N 1.296 -1.616 -1.248
H -2.358 -0.399 6.016
O 1.486 -1.888 -3.614
Pd -0.916 1.142 -1.076
S 0.540 -1.460 -2.615
C -2.100 0.850 1.665
H 4.480 4.100 -1.060
C 4.724 3.145 -0.604
C 0.188 -2.820 1.039
H -1.791 1.250 5.666
H 5.492 -0.080 -0.858
H 5.806 3.031 -0.630
C -0.725 -2.889 -2.757
*
```



[7]
Here is one molecule with the formula C16H18F9N2O3PS from OMol25. Energies are from ωB97M-V with the def2-TZVPD basis set.

Its molar mass is 520.4 g mol⁻¹. The frontier orbital gap comes out at 8.49 eV.

ORCA input file:
```
! RIJCOSX wB97M-V def2-TZVPD def2/J DEFGRID3
* xyz 0 1
C 1.265 0.512 -1.732
F -2.223 -0.712 4.031
C 1.308 -0.871 -1.691
P 1.836 -3.197 -0.120
C 1.990 -0.624 0.639
H 1.594 -2.556 -2.958
H -4.005 -0.679 -2.866
H -1.420 0.220 -4.146
H 3.568 -4.136 0.805
C 1.365 1.271 3.055
C -1.931 -0.492 -3.493
F -0.519 2.038 1.854
C 1.904 0.764 0.594
C -0.525 -2.278 -2.757
O 0.890 1.229 -4.043
H -0.498 -3.359 -2.895
F -0.954 2.709 4.269
F -0.331 0.816 5.114
F -2.837 0.850 2.514
C -0.952 1.383 4.075
H 3.241 1.469 2.068
H 0.997 -1.131 -3.794
C 1.699 -1.421 -0.464
C -0.118 1.122 2.773
O -1.415 -1.797 -3.728
C 0.913 -1.707 -2.876
H 2.098 -3.818 -1.350
C 1.358 2.732 -1.015
H 1.715 0.383 3.578
H -3.724 0.507 -4.142
H -0.926 -2.085 -1.753
F -3.345 2.248 4.170
N 2.808 -3.523 1.066
H 0.719 3.509 -2.829
H 0.502 -3.544 0.160
F -0.396 -0.108 2.278
C -3.427 -0.473 -3.766
H 2.300 -1.114 1.555
C 2.190 1.611 1.805
H 1.467 2.104 3.752
H -1.730 -0.187 -2.460
C 0.914 1.430 -2.858
S -2.763 0.780 4.096
H 2.073 2.666 1.575
F -4.232 0.217 4.115
F -2.744 0.724 5.681
O 1.744 3.742 -0.490
C 1.546 1.302 -0.618
H -3.674 -1.208 -4.529
N 0.685 2.680 -2.251
*
```



[8]
Here is C16H18FN3O2S as an isolated structure from OMol25. Energies are from ωB97M-V with the def2-TZVPD basis set.

Its molar mass is 335.4 g mol⁻¹. The frontier orbital gap comes out at 9.17 eV.

ORCA input file:
```
! RIJCOSX wB97M-V def2-TZVPD def2/J DEFGRID3
* xyz 0 1
C 5.067 0.567 0.934
C -4.211 -0.321 0.492
H -2.993 -0.743 -1.705
H 5.979 0.539 1.508
C -1.997 -0.999 -1.350
H 0.855 0.783 1.333
H 1.563 -0.023 -2.268
H 2.438 2.554 0.183
C 0.399 -1.405 -0.209
C 3.075 1.682 0.185
H -0.906 0.581 1.197
H 4.505 2.541 1.522
C 0.200 0.065 -0.602
H -0.324 2.785 1.094
C 3.543 -0.531 -0.593
N -2.054 -1.392 0.035
H 1.272 -1.503 0.438
C -0.819 -1.984 0.519
H -4.787 0.576 2.443
C 2.708 0.579 -0.579
C -5.004 0.424 1.402
O -0.145 2.274 0.300
C -0.008 0.914 0.664
H -1.549 1.119 -1.283
F 5.502 -1.607 0.138
C 4.701 -0.518 0.161
C 1.435 0.590 -1.374
H -1.641 -1.862 -1.921
H -0.766 -1.798 1.594
H -0.730 0.236 -2.564
S -6.122 0.513 -0.710
N -4.743 -0.337 -0.717
H 0.594 -1.976 -1.119
N -6.075 0.938 0.854
H 1.211 1.613 -1.677
C -2.979 -1.021 0.941
H -0.860 -3.070 0.370
H 3.311 -1.400 -1.188
C -1.037 0.186 -1.519
C 4.237 1.676 0.935
O -2.846 -1.246 2.138
*
```



[9]
Here is C16H18IN3O2Pd as an isolated structure at a distorted geometry from OMol25. Energies are from ωB97M-V with the def2-TZVPD basis set.

Its molar mass is 517.7 g mol⁻¹. The frontier orbital gap (alpha / beta) comes out at 8.66 / 4.43 eV.

ORCA input file:
```
! RIJCOSX wB97M-V def2-TZVPD def2/J DEFGRID3
* xyz 2 5
C 0.081 -2.093 -2.727
H 3.205 0.766 0.247
N -1.096 1.033 -1.123
O -1.692 -1.190 0.666
H -2.043 2.559 -0.109
H 3.385 2.291 -0.747
C 2.709 1.611 -0.190
H 1.869 2.121 1.840
H -4.238 2.157 -1.228
O 1.551 0.901 3.200
C -0.986 -0.871 1.619
H 2.792 -3.406 -1.095
C -2.170 1.791 -0.877
C -1.060 -1.508 3.000
N 0.933 -0.647 -1.047
C -1.154 -0.002 -2.001
H -0.316 -0.373 4.694
H -2.345 -1.039 -3.443
C -3.451 0.562 -2.476
Pd 0.753 1.284 0.006
C -3.382 1.561 -1.509
C 1.892 -1.515 -0.718
H 2.611 3.450 0.898
H 0.819 -1.596 4.079
H -4.373 0.384 -3.026
C 1.105 -2.985 -2.440
C -2.329 -0.222 -2.727
N 0.021 0.083 1.625
H -0.952 -2.593 2.935
H 1.049 3.019 0.396
C 0.650 0.145 2.852
H 2.554 -1.230 0.106
I -1.050 3.680 2.203
H -2.033 -1.292 3.447
C 1.977 2.548 0.848
H 1.202 -3.901 -3.009
H -0.678 -2.269 -3.484
H 2.152 1.303 -1.110
C 2.007 -2.724 -1.397
C -0.013 -0.916 -1.976
C 0.044 -0.876 3.795
*
```



[10]
Here is one molecule with the formula C16H18N2O3S from OMol25. Energies are from ωB97M-V with the def2-TZVPD basis set.

Its molar mass is 318.4 g mol⁻¹. The frontier orbital gap comes out at 8.48 eV.

ORCA input file:
```
! RIJCOSX wB97M-V def2-TZVPD def2/J DEFGRID3
* xyz 0 1
H -5.771 -3.283 -1.437
N 2.336 0.663 0.183
C 3.204 -1.468 -0.475
C -1.863 2.340 0.148
C 5.320 -0.216 0.463
H 4.694 1.597 -0.543
C -0.546 3.000 0.527
H -0.771 0.583 2.272
C -3.799 -2.063 0.808
H -5.723 -3.756 0.266
O -2.807 2.908 -0.345
C -2.823 -1.109 1.031
H -6.818 -2.477 -0.275
C 3.216 0.031 -0.778
H -3.804 -2.960 1.411
N -1.792 1.021 0.490
H -2.095 -1.284 1.808
C -0.575 0.680 1.196
H 5.076 0.223 1.431
S 4.647 -1.918 0.433
C -3.755 0.238 -0.718
H 0.972 2.093 1.817
C -4.767 -1.887 -0.169
H 5.169 0.277 -1.625
O 1.221 1.883 -1.346
C -5.830 -2.914 -0.414
C 4.659 0.518 -0.692
H -0.165 3.545 -0.337
C -4.726 -0.720 -0.925
C 1.331 1.491 -0.211
H 2.369 0.336 1.136
H -3.746 1.134 -1.315
H -5.466 -0.562 -1.695
H -0.180 -0.271 0.823
O 2.321 -2.228 -0.741
H 2.777 0.222 -1.763
C 0.381 1.859 0.929
H 6.401 -0.279 0.363
C -2.790 0.057 0.271
H -0.720 3.708 1.337
*
```



Q: molar mass of number 4 (C16H18BNO5)?
A: 315.1 g mol⁻¹



Q: What is the molar mass in the ninth record?
A: 517.7 g mol⁻¹



Q: molar mass of number 3 (C16H18AlBF4N4O10P2S)?
A: 634.1 g mol⁻¹